Density functional theory data (the ωB97M-V functional and the def2-TZVPD basis) for a structure of composition C37H30Br4CoN8O4Si.

Computed properties:
Frontier orbital gap (spin up / spin down), eV: 5.35 / 5.30
⟨S²⟩: 0.82
HOMO (spin up / spin down), Ha: -0.046 / -0.045
Multiplicity: 2
Calculated total energy, Ha: -14135.5434
Net charge: -2
LUMO (spin up / spin down), eV: 4.09 / 4.09

Each line ends with the Mulliken spin population.
CARTESIAN COORDINATES (ANGSTROEM)
Co (0.7287, -0.8575, -0.1785)  1.237
Br (-1.4813, -6.1970, 4.3632)  0.000
C (-1.0603, -4.5386, 3.5379)  0.000
C (-1.0096, -3.3756, 4.2629)  0.002
Br (-1.3538, -3.3808, 6.1323)  0.000
C (-0.6558, -2.1739, 3.6262)  -0.011
Br (-0.4838, -0.5443, 4.5854)  0.000
C (-0.3343, -2.1038, 2.2708)  0.012
O (0.0428, -1.0270, 1.6909)  0.005
C (-0.4252, -3.3321, 1.4921)  -0.005
O (-0.1485, -3.2383, 0.2452)  -0.012
C (-0.7733, -4.4990, 2.1631)  0.001
Br (-0.7829, -6.0821, 1.1026)  0.000
N (-0.0663, -4.4017, -2.0304)  0.000
C (0.0364, -3.4513, -2.9363)  0.000
N (-0.2195, -3.7295, -4.2343)  0.000
C (-0.0557, -2.7249, -5.0767)  0.000
N (-0.3042, -2.9720, -6.4086)  0.000
N (0.3601, -1.4882, -4.7807)  0.000
C (0.5656, -1.3235, -3.4629)  0.012
N (0.4182, -2.2120, -2.5083)  0.007
C (1.0803, 0.0353, -3.0448)  -0.006
C (1.2595, 1.0247, -3.9998)  0.000
C (1.8217, 2.2267, -3.6025)  -0.005
C (2.2089, 2.3813, -2.2787)  0.012
C (1.9798, 1.3506, -1.3818)  0.013
N (1.4032, 0.2022, -1.7508)  -0.049
H (-0.4573, -5.2754, -2.3416)  0.000
H (-0.1491, -4.1062, -1.0074)  0.002
H (-0.8983, -3.7661, -6.5817)  0.000
H (-0.4909, -2.1451, -6.9511)  0.000
H (0.9638, 0.8334, -5.0184)  0.000
H (1.9583, 3.0273, -4.3192)  -0.001
H (2.6613, 3.2946, -1.9183)  -0.001
H (2.2210, 1.4334, -0.3306)  -0.012
C (3.5355, -2.6609, -1.1528)  -0.020
Si (2.8048, -1.6339, 0.2694)  -0.140
C (4.1207, -0.2992, 0.6046)  -0.025
C (2.8258, -2.7588, 1.7913)  -0.009
C (2.8195, -2.2098, 3.0767)  -0.012
C (2.7456, -3.0089, 4.2071)  0.005
C (2.6654, -4.3884, 4.0795)  -0.006
C (2.6758, -4.9588, 2.8155)  0.004
C (2.7648, -4.1497, 1.6907)  -0.008
H (4.5136, -3.0640, -0.8762)  -0.002
H (3.6672, -2.0341, -2.0363)  0.002
H (2.8859, -3.4888, -1.4325)  0.005
H (5.0395, -0.7735, 0.9572)  0.000
H (3.7805, 0.4132, 1.3575)  0.000
H (4.3618, 0.2606, -0.2997)  0.001
H (2.8114, -1.1336, 3.1975)  -0.002
H (2.6865, -2.5498, 5.1872)  0.000
H (2.5532, -5.0115, 4.9595)  0.000
H (2.5738, -6.0323, 2.7028)  0.000
H (2.7348, -4.6130, 0.7123)  -0.002
O (1.2542, 2.0197, 1.7519)  -0.003
C (0.1999, 2.1748, 1.1575)  -0.003
N (-0.6128, 3.2957, 1.3430)  0.001
C (-1.7477, 3.2539, 0.4712)  0.001
C (-1.4686, 1.8932, -0.2531)  0.019
O (-2.2073, 1.4761, -1.1378)  0.000
N (-0.3412, 1.3545, 0.2069)  0.000
C (-1.7161, 4.3548, -0.5892)  -0.002
C (-2.7283, 4.4362, -1.5433)  -0.001
C (-2.6925, 5.4134, -2.5209)  0.000
C (-1.6480, 6.3301, -2.5626)  0.000
C (-0.6390, 6.2521, -1.6180)  -0.001
C (-0.6731, 5.2674, -0.6386)  0.001
C (-3.0763, 3.2988, 1.2113)  -0.002
C (-3.2553, 4.2529, 2.2099)  0.000
C (-4.4482, 4.3462, 2.9069)  0.000
C (-5.4921, 3.4812, 2.6099)  0.000
C (-5.3235, 2.5332, 1.6139)  0.000
C (-4.1284, 2.4413, 0.9145)  0.000
H (-0.5164, 3.8486, 2.1750)  0.000
H (-3.5257, 3.7081, -1.5233)  0.000
H (-3.4821, 5.4566, -3.2605)  0.000
H (-1.6212, 7.0939, -3.3299)  0.000
H (0.1854, 6.9545, -1.6407)  0.000
H (0.1272, 5.1828, 0.0844)  0.000
H (-2.4542, 4.9426, 2.4472)  0.000
H (-4.5587, 5.0909, 3.6860)  0.000
H (-6.4242, 3.5410, 3.1580)  0.000
H (-6.1245, 1.8420, 1.3839)  0.000
H (-3.9868, 1.6949, 0.1461)  0.000